#w
13
Properties=species:S:1:pos:R:3:mulliken_charge:R:1 method="wB97M-V/def2-TZVPD" e_lumo_ha=0.02333 smiles=OCCO.O homo_lumo_gap_ev=10.4 homo_ev=-9.7666
H -1.382 2.119 -2.227 0.314
H 1.289 -1.623 0.497 0.252
H 0.738 -1.305 -1.174 0.312
O 0.270 0.049 1.839 -0.540
H 1.105 0.472 2.129 0.298
H -0.005 2.060 -1.502 0.328
O -0.969 2.173 -1.336 -0.632
H -0.947 0.478 0.177 0.262
C 0.086 0.176 0.435 -0.162
C 0.441 -1.248 -0.109 -0.348
O -0.696 -2.065 0.128 -0.535
H -0.699 -2.243 1.092 0.316
H 0.770 0.957 0.050 0.134

***

#x
13
Properties=species:S:1:pos:R:3:mulliken_charge:R:1 method="wB97M-V/def2-TZVPD" e_lumo_ha=0.01184 smiles="C=CO.O.O" homo_lumo_gap_ev=8.6 homo_ev=-8.3256
H -0.870 1.368 2.463 0.271
O 0.725 -0.383 -0.975 -0.642
H 1.147 0.358 -1.479 0.300
H 4.073 -1.416 -2.404 0.318
C -1.769 0.779 2.257 -0.600
O 3.659 -1.490 -1.461 -0.630
C -2.391 0.762 1.045 -0.076
H -1.093 0.222 -0.164 0.363
H 4.308 -2.045 -1.004 0.312
H 1.529 -0.849 -0.835 0.306
H -3.500 0.741 0.968 0.319
O -1.699 0.921 -0.107 -0.464
H -2.113 -0.009 2.981 0.222

***

In order of decreasing stability: #w, #x.

***

#w
16
Properties=species:S:1:pos:R:3:mulliken_charge:R:1 method="wB97M-V/def2-TZVPD" s_squared=0.753 spin_multiplicity=2 total_charge=-1 e_lumo_ha="0.10388 / 0.01506" homo_lumo_gap_ev="5.6 / 3.2" homo_ev="-2.7555 / -2.7549"
C -0.485 0.131 -0.464 -0.776
H -3.722 0.921 0.113 0.188
S 2.153 1.015 0.766 -0.109
O -4.031 1.629 -0.443 -1.099
H 0.299 -1.806 -1.834 0.307
H -2.442 0.251 -0.723 0.165
H 2.199 -1.329 1.076 0.443
C 0.366 -1.047 0.055 0.466
H 1.743 -1.393 -1.397 0.236
O -1.776 -0.462 -0.702 -0.492
H 0.854 -0.520 2.032 0.330
N 0.918 -1.872 -1.032 -0.750
H -0.421 -1.673 0.471 0.236
H -0.688 0.907 0.273 0.487
H -0.194 0.534 -1.433 0.326
C 1.392 -0.588 1.089 -0.958

***

#x
16
Properties=species:S:1:pos:R:3:mulliken_charge:R:1 method="wB97M-V/def2-TZVPD" s_squared=0.756 spin_multiplicity=2 total_charge=-1 e_lumo_ha="0.12044 / 0.04284" homo_lumo_gap_ev="7.4 / 4.8" homo_ev="-4.0769 / -3.6652"
H 0.824 -1.834 0.350 0.254
H 2.832 -0.447 -0.911 0.463
H -0.792 1.770 0.194 0.197
C -1.537 -0.645 -0.049 -0.595
O 3.197 -0.637 -1.858 -0.751
H 0.879 1.521 0.111 0.306
H -2.207 -0.753 -0.896 0.388
N -0.021 1.377 -0.341 -0.577
H -1.372 -1.548 0.526 0.302
O 2.099 -0.200 0.440 -0.855
H 2.382 -0.542 -2.373 0.268
H 0.151 -0.345 -1.426 0.099
S -2.455 0.444 1.092 -0.293
H 0.440 -0.595 1.559 0.279
C -0.170 -0.085 -0.415 0.214
C 0.881 -0.747 0.541 -0.697

***

In order of decreasing stability: #x, #w.

***

#w
21
Properties=species:S:1:pos:R:3:mulliken_charge:R:1 method="wB97M-V/def2-TZVPD" e_lumo_ha=0.02473 smiles=Cc1ccccc1.O.O homo_lumo_gap_ev=9.7 homo_ev=-9.0152
C -1.920 0.539 -0.602 -0.462
H -1.536 -1.539 -0.519 0.388
H -2.903 0.508 -1.274 0.255
H 1.918 1.093 -0.595 0.339
H -1.896 2.711 -0.483 0.320
H 1.138 1.424 -1.772 0.331
C 0.115 0.729 1.390 -0.578
H -0.330 2.859 1.309 0.306
C 0.375 -1.740 1.415 -1.359
H 0.965 0.781 2.122 0.265
C -0.525 1.845 0.927 -0.423
C -0.257 -0.505 0.853 0.814
H 1.666 -0.763 -1.543 0.428
H 0.917 -2.358 0.666 0.257
O 1.835 0.797 -1.517 -0.690
C -1.241 -0.557 -0.146 -0.106
H -0.572 -2.234 1.862 0.280
H 1.101 -1.909 -2.523 0.269
C -1.412 1.756 -0.154 -0.341
O 1.499 -1.786 -1.650 -0.688
H 1.063 -1.651 2.235 0.397

***

#x
21
Properties=species:S:1:pos:R:3:mulliken_charge:R:1 method="wB97M-V/def2-TZVPD" e_lumo_ha=0.02394 smiles="C=C(O)C(C)(C)C(C)=O" homo_lumo_gap_ev=8.9 homo_ev=-8.2903
H -0.934 -1.507 1.956 0.407
H -0.815 1.143 -2.100 0.306
C -0.088 -0.839 1.789 -1.758
C 1.042 0.496 -0.060 0.008
C -0.020 -1.734 -0.563 -1.697
H 0.675 -2.469 -0.160 0.391
H 1.362 1.535 1.784 0.264
H 2.761 1.553 0.658 0.325
C 1.725 1.284 0.805 -1.165
H -2.085 -0.047 -1.788 0.269
C -1.138 0.697 -0.022 0.600
C -1.630 0.875 -1.433 -1.262
O 1.329 0.518 -1.410 -0.468
O -1.701 1.209 0.911 -0.567
C -0.008 -0.498 0.315 2.043
H -0.260 0.039 2.403 0.391
H 2.072 1.118 -1.548 0.330
H 0.266 -1.552 -1.595 0.419
H 0.835 -1.323 2.106 0.409
H -2.368 1.674 -1.456 0.401
H -1.018 -2.171 -0.592 0.354

***

#y
21
Properties=species:S:1:pos:R:3:mulliken_charge:R:1 method="wB97M-V/def2-TZVPD" e_lumo_ha=0.03027 smiles="CC[C@@]1(OC=O)C[C@H]1C" homo_lumo_gap_ev=10.7 homo_ev=-9.8466
H -0.509 -1.040 -2.172 0.293
H 1.196 -0.997 -1.533 0.258
H 1.654 0.477 0.552 0.274
O -1.490 0.774 -0.538 -0.430
C 1.127 2.219 -0.607 -1.245
H 0.242 2.809 -0.837 0.321
O -3.589 0.492 0.228 -0.472
H -1.328 -1.892 -0.036 0.543
H 0.530 -3.099 0.960 0.409
H 1.537 1.839 -1.545 0.312
C -0.250 0.160 -0.340 0.695
H 1.614 -1.730 0.830 0.321
H 0.338 1.447 1.257 0.274
C -0.368 -1.391 0.017 -0.037
H 1.859 2.865 -0.132 0.389
H 0.334 -1.706 2.034 0.281
C 0.137 -0.900 -1.317 -0.807
C -2.415 0.395 0.418 0.155
C 0.580 -2.012 1.016 -1.461
H -1.966 0.235 1.421 0.352
C 0.766 1.056 0.323 -0.425

***

#z
21
Properties=species:S:1:pos:R:3:mulliken_charge:R:1 method="wB97M-V/def2-TZVPD" e_lumo_ha=0.00818 homo_lumo_gap_ev=9.0 homo_ev=-8.8244
C -1.509 0.987 -0.545 -1.489
C -0.820 -1.648 0.624 -0.870
C 0.842 -0.134 -0.368 1.198
H -1.728 0.350 -1.397 0.302
H 1.637 -1.149 -2.061 0.398
C 0.796 -0.492 -1.845 -1.633
H 2.427 -0.130 0.694 0.400
H 0.568 0.712 2.185 0.318
H -2.397 1.076 0.081 0.420
O 2.088 0.417 -0.044 -0.657
H 0.903 0.410 -2.449 0.377
H -1.230 -2.259 1.422 0.339
H -1.374 -1.699 -0.301 0.251
C -0.328 0.530 0.252 0.685
H -0.121 -1.005 -2.123 0.320
C -0.050 1.299 1.502 -1.443
O 1.441 -1.655 1.449 -0.677
H -1.282 1.990 -0.927 0.374
H 0.540 2.184 1.243 0.330
C 0.565 -1.409 0.622 0.641
H -0.968 1.625 1.986 0.418

***

In order of decreasing stability: #w, #y, #x, #z.

***

#w
12
Properties=species:S:1:pos:R:3:mulliken_charge:R:1 method="wB97M-V/def2-TZVPD" e_lumo_ha=0.02120 smiles=C1S[C@@H]2C[C@H]2S1 homo_lumo_gap_ev=9.1 homo_ev=-8.5728
H 0.593 0.173 1.438 0.370
C -0.875 -0.446 -0.060 -0.360
S 1.497 -0.096 -0.835 -0.133
C 0.629 1.504 -0.817 -0.507
H 0.519 2.303 -1.864 0.308
S -1.329 1.407 -0.233 -0.115
H -0.770 -1.749 1.854 0.339
C 0.533 -0.496 0.672 -0.344
H -0.343 -2.433 0.075 0.194
C -0.591 -1.540 0.823 -0.309
H -1.017 -0.809 -1.040 0.298
H 1.155 2.182 -0.011 0.262

***

#x
12
Properties=species:S:1:pos:R:3:mulliken_charge:R:1 method="wB97M-V/def2-TZVPD" e_lumo_ha=-0.00592 smiles="C=C(C)SC=S" homo_lumo_gap_ev=8.7 homo_ev=-8.8255
H -2.040 0.995 0.559 0.355
C -2.383 0.110 0.112 -0.225
S -3.926 -0.238 -0.027 -0.229
H 1.661 -1.828 -0.411 0.321
H -0.179 1.732 -0.875 0.360
H 2.559 -0.525 0.461 0.339
S -1.108 -0.867 -0.632 -0.048
H 1.203 -1.313 1.214 0.303
C 0.512 -0.049 -0.228 0.593
C 0.595 1.239 -0.338 -0.910
H 1.523 1.735 -0.112 0.266
C 1.584 -0.991 0.278 -1.127

***

In order of decreasing stability: #x, #w.

***

#w
20
Properties=species:S:1:pos:R:3:mulliken_charge:R:1 method="wB97M-V/def2-TZVPD" total_charge=+2 e_lumo_ha=-0.34023 homo_lumo_gap_ev=10.4 homo_ev=-19.6749
H -0.383 -1.325 -1.329 0.469
H -1.296 -1.777 0.698 0.287
H 2.569 3.581 0.194 0.316
H -0.607 1.861 -0.132 0.481
H 1.557 0.079 -1.673 0.409
H 0.984 1.359 0.810 0.429
H 0.105 0.912 -2.008 0.311
C 0.409 1.488 -0.092 -0.560
H -2.440 -3.513 1.811 0.333
H -1.071 -3.903 1.145 0.328
H 1.241 3.710 -0.688 0.317
C 0.007 -0.715 -0.515 -0.707
O -1.751 -3.220 1.201 -0.657
C 0.738 0.601 -1.186 -0.360
N 1.902 3.019 -0.339 -0.648
N -1.058 -0.738 0.565 -0.281
H -0.694 -0.437 1.474 0.404
H 0.800 -1.283 -0.046 0.445
H -1.886 -0.161 0.408 0.374
H 2.453 2.419 -0.936 0.313

***

#x
20
Properties=species:S:1:pos:R:3:mulliken_charge:R:1 method="wB97M-V/def2-TZVPD" total_charge=+2 e_lumo_ha=-0.31781 homo_lumo_gap_ev=11.6 homo_ev=-20.2711
C 0.387 0.523 -1.104 -0.330
H 2.014 -2.155 0.129 0.380
H 0.819 -1.412 1.205 0.381
C -0.839 0.497 -0.135 -0.360
H 1.246 1.180 -0.955 0.356
H -0.290 0.733 -2.085 0.348
N -1.614 2.417 -0.191 -0.711
C 0.888 -0.951 -1.049 -0.889
H -0.815 0.654 0.946 0.380
H -2.260 2.774 0.498 0.326
H -0.885 3.192 -0.340 0.364
H 0.603 -1.956 3.007 0.386
H 2.192 -0.412 0.323 0.365
H -1.780 0.105 -0.606 0.379
H 1.600 -1.198 -1.900 0.395
H -0.851 -2.160 2.135 0.397
N 1.561 -1.248 0.232 -0.305
H 0.053 -1.595 -1.313 0.427
H -2.028 2.641 -1.101 0.362
O -0.001 -1.628 2.304 -0.651

***

#y
20
Properties=species:S:1:pos:R:3:mulliken_charge:R:1 method="wB97M-V/def2-TZVPD" total_charge=+2 e_lumo_ha=-0.26356 homo_lumo_gap_ev=13.2 homo_ev=-20.3513
H -2.484 -1.844 -0.291 0.357
H -0.371 -1.055 -1.055 0.236
H 1.218 0.549 1.446 0.300
H -1.387 1.892 1.964 0.437
N -0.814 0.983 1.475 -0.376
C 1.472 -0.004 -1.007 -0.559
H -0.746 0.259 2.199 0.355
H -2.077 -2.205 1.142 0.317
O -1.763 -1.675 0.365 -0.677
H 0.900 2.377 1.315 0.414
N 0.611 -1.194 -1.396 -0.282
H 0.972 2.097 -0.803 0.264
H -1.410 0.602 0.667 0.374
C 0.526 1.298 0.940 -0.570
H 2.306 -0.244 -0.169 0.368
C 0.567 1.093 -0.512 -0.823
H -0.437 1.110 -1.125 0.699
H 0.891 -2.057 -0.977 0.389
H 0.615 -1.384 -2.503 0.436
H 2.143 0.451 -1.807 0.342

***

#z
20
Properties=species:S:1:pos:R:3:mulliken_charge:R:1 method="wB97M-V/def2-TZVPD" total_charge=+2 e_lumo_ha=-0.33522 homo_lumo_gap_ev=8.2 homo_ev=-17.3621
H 0.647 -1.520 4.356 0.346
H -1.813 -0.223 -1.716 0.312
H 0.544 2.693 -2.739 0.342
H -0.475 -2.029 0.966 0.314
C -1.159 -0.068 0.462 -0.599
H -2.164 -0.337 0.756 0.360
H 0.495 -0.821 0.980 0.374
O 1.467 -1.169 3.922 -0.697
H 2.107 -2.026 3.983 0.368
C 0.189 0.530 -1.258 -0.278
H 0.732 -0.399 -1.461 0.380
N 0.526 1.738 -2.901 -0.720
C -1.258 0.444 -1.007 -0.387
H 1.351 1.473 -3.448 0.351
H -0.139 -1.629 -0.547 0.345
H -1.768 1.447 -1.039 0.370
H -0.147 1.700 -3.766 0.381
H 0.864 1.331 -0.831 0.300
N -0.225 -1.236 0.451 -0.245
H -0.709 0.740 1.103 0.382

***

In order of decreasing stability: #y, #x, #w, #z.

***

#w
9
Properties=species:S:1:pos:R:3:mulliken_charge:R:1 method="wB97M-V/def2-TZVPD" e_lumo_ha=-0.04067 homo_lumo_gap_ev=7.7 homo_ev=-8.8039
P -2.376 -1.103 -0.918 -0.063
C -0.726 -0.738 -0.274 -0.396
H -0.439 1.727 0.069 0.302
H 0.068 -1.234 -0.721 0.417
H 1.820 -0.179 0.206 0.250
H 1.914 1.723 0.331 0.270
C 1.384 0.795 0.247 -0.723
P -1.705 -1.765 0.950 -0.008
C 0.061 0.774 0.109 -0.049

***

#x
9
Properties=species:S:1:pos:R:3:mulliken_charge:R:1 method="wB97M-V/def2-TZVPD" e_lumo_ha=-0.04305 homo_lumo_gap_ev=6.9 homo_ev=-8.1174
P 3.264 0.912 0.811 0.010
H 1.691 -0.608 -0.733 0.308
P 1.544 2.195 0.597 -0.055
C 0.251 0.843 0.148 0.150
H -1.688 1.581 -0.059 0.249
H -1.511 -0.230 -0.245 0.267
H 1.296 -0.962 0.963 0.320
C 1.452 -0.168 0.235 -0.771
C -1.040 0.721 -0.055 -0.478

***

#y
9
Properties=species:S:1:pos:R:3:mulliken_charge:R:1 method="wB97M-V/def2-TZVPD" e_lumo_ha="-0.02209 / -0.02227" homo_lumo_gap_ev="6.7 / 7.5" homo_ev="-7.2801 / -8.0598"
H 0.192 1.184 -1.787 0.336
H -0.929 -1.869 -0.059 0.349
C -0.222 0.195 0.058 0.525
C -0.276 -1.210 0.388 -0.731
H -0.622 2.207 -0.377 0.305
P 1.274 1.014 0.495 -0.062
P 1.380 -1.069 -0.280 -0.106
C -0.012 1.412 -0.788 -0.667
H -0.786 -1.863 2.349 0.052

***

#z
9
Properties=species:S:1:pos:R:3:mulliken_charge:R:1 method="wB97M-V/def2-TZVPD" e_lumo_ha=-0.03250 homo_lumo_gap_ev=7.7 homo_ev=-8.6151
P -3.224 0.827 -0.580 0.019
H -2.101 0.844 1.781 0.478
C -0.311 0.441 0.120 -0.052
H 0.477 1.147 0.431 0.301
H 0.809 -0.342 -1.173 0.275
C -2.098 0.461 0.816 -0.437
P -3.094 -1.027 0.290 -0.041
H -0.901 -1.054 -1.234 0.251
C -0.170 -0.422 -0.900 -0.795

***

In order of decreasing stability: #w, #x, #z, #y.